[1]
The following is a quantum chemistry calculation of a structure of composition C15H20BrOYb, from OMol25.

## Properties
Net charge   -2
Multiplicity   2
HOMO energy (alpha / beta)   2.65 / 2.73 eV

CARTESIAN COORDINATES (ANGSTROEM)
Yb -0.13007 0.05224 1.51472
C 0.69446 -1.93604 3.28761
C -0.73006 -1.93516 3.31028
C -1.19613 -2.34504 2.02326
H -1.35532 -1.67209 4.16240
C -0.05167 -2.59272 1.19975
C 1.11333 -2.34454 1.98612
H 2.14518 -2.46582 1.65371
H 1.34990 -1.70204 4.12853
H -2.23575 -2.46950 1.72443
H -0.06771 -2.92408 0.16165
C 1.70759 1.92004 2.26275
C 2.48199 0.77255 1.94501
C 2.35573 0.52774 0.53783
H 3.08738 0.19213 2.63621
C 1.51118 1.54511 -0.00394
C 1.10301 2.39445 1.05900
H 0.44391 3.26120 0.96986
H 1.59401 2.36929 3.24989
H 2.82586 -0.27402 -0.02854
H 1.24922 1.65337 -1.05253
O -0.86702 0.02548 -0.56629
C -0.77646 0.27433 -2.80853
C -2.16202 0.54144 -2.33984
C -0.27218 -1.07924 -3.00575
C -0.11817 1.37959 -3.50661
C -1.93055 0.90829 -0.85498
H -2.73979 -0.39887 -2.39170
H -2.66603 1.31935 -2.90665
H -1.54043 1.95002 -0.80270
H -2.83651 0.82053 -0.21177
H -0.75431 -1.55642 -3.87572
H -0.43316 -1.73373 -2.13442
H 0.80386 -1.05241 -3.22806
H -0.55075 1.51845 -4.51583
H 0.95304 1.17154 -3.65769
H -0.22503 2.33650 -2.97341
Br -1.78053 1.54812 3.05198

Atomic forces in eV per Å
Yb 0.56 -0.24 -1.79
C -0.32 -0.01 -0.36
C 0.19 -0.21 -0.42
C 0.60 0.03 0.17
H 0.20 0.01 -0.31
C 0.06 -0.02 0.67
C -0.57 -0.03 -0.04
H -0.37 0.14 0.08
H -0.24 0.04 -0.33
H 0.33 0.17 0.05
H -0.01 0.25 0.32
C 0.06 -0.19 -0.18
C -0.33 0.21 -0.44
C -0.43 0.62 0.30
H -0.22 0.07 -0.08
C 0.53 0.01 0.46
C 0.25 -0.25 -0.11
H 0.22 -0.41 0.06
H -0.03 -0.22 -0.31
H -0.17 0.19 0.17
H -0.19 -0.19 0.29
O -0.59 -0.20 4.83
C -0.26 0.94 -0.90
C 1.02 -0.76 0.19
C 0.29 0.24 0.35
C 0.48 -0.32 0.58
C 0.63 -0.33 -0.80
H -0.24 0.11 0.10
H -0.34 0.46 -0.36
H -0.42 -0.06 0.01
H 0.40 -0.04 -0.13
H -0.38 -0.72 -0.75
H 0.03 0.15 -0.28
H -0.09 -0.14 0.07
H -0.33 0.48 -1.12
H -0.16 0.23 0.03
H 0.10 -0.06 -0.28
Br -0.28 0.09 0.25

=====

[2]
The following is a quantum chemistry calculation of a structure of composition C9H12F2KO5SZn2, from OMol25.

## Properties
Net charge   +2
Multiplicity   2
HOMO energy (alpha / beta)   -15.13 / -15.20 eV

CARTESIAN COORDINATES (ANGSTROEM)
Zn -0.62997 -2.20061 -2.46333
Zn -3.39017 -0.87496 -1.68922
K -0.25319 0.71669 -4.68173
F -2.30436 -2.56973 -1.42114
F -1.68929 -0.26618 -2.64380
O 0.75253 -0.28244 1.77611
S 0.01918 -1.10967 0.85327
O 0.02230 -0.94317 -0.54378
O 0.79103 -2.53652 1.07158
C 1.61359 -2.79220 2.27510
C 1.66842 -4.27415 2.62461
C -1.48400 -1.82354 1.46571
H 1.11102 -2.35247 3.13658
H 2.55076 -2.32698 1.96953
H 2.10175 -4.32798 3.62332
H 2.31155 -4.93362 2.04188
H 0.66669 -4.70069 2.67679
H -1.34827 -1.92067 2.54286
H -1.66610 -2.81837 1.05920
H -2.34941 -1.17239 1.34254
C 0.14359 4.96549 -1.43335
C 1.05404 4.25437 -2.07752
C 1.08838 2.79006 -2.07942
O 1.86082 2.10965 -2.68009
C 0.00113 2.29375 -1.20945
C -0.85949 2.97249 -0.41195
C -0.92172 4.41791 -0.52389
O -1.69842 5.20307 0.06291
H 0.40926 6.00855 -1.34487
H 1.97005 4.73002 -2.39547
H 0.03471 1.21431 -1.19947
H -1.57640 2.55001 0.27650

Atomic forces in eV per Å
Zn -1.04 0.98 1.80
Zn 1.49 -0.67 -0.29
K 0.25 0.49 -0.03
F -0.06 0.77 -0.70
F -0.39 -0.97 -0.16
O -1.93 1.15 -1.44
S 3.73 -4.75 5.89
O -0.61 0.62 -3.61
O -0.86 0.14 -1.24
C -0.21 -0.22 -0.41
C 0.32 -0.02 -0.10
C -1.12 0.96 0.53
H 0.34 0.64 -0.20
H 0.14 -0.17 0.93
H -0.14 0.08 0.16
H -0.15 0.35 -0.48
H 0.00 0.04 -0.01
H 0.23 0.06 -0.01
H 0.29 0.34 -0.33
H -0.06 0.10 -0.14
C 0.32 0.69 0.82
C 1.59 -0.09 -0.17
C -2.41 2.92 1.30
O 0.74 -1.62 -1.07
C -0.75 -1.77 1.10
C 0.35 -0.65 -0.82
C -0.76 3.41 0.24
O 1.82 -2.67 -1.33
H -0.73 0.35 0.02
H -0.08 0.26 -0.60
H -0.35 -0.23 0.36
H 0.04 -0.50 -0.03

=====

[3]
The following is a quantum chemistry calculation of an isolated molecule of H2NO4P, from OMol25.

## Properties
Relative energy (zero: lowest compared OMol25 entry of this formula, charge and spin)   2.483 eV
HOMO energy (alpha / beta)   -10.04 / -10.04 eV

CARTESIAN COORDINATES (ANGSTROEM)
N -1.32693 0.18620 0.13987
O -2.07283 -0.54249 0.70827
O -1.49799 1.57343 -0.01086
O 0.77643 -1.48678 0.35357
O 1.31054 0.78347 -0.27263
P 0.28095 -0.39779 -0.70824
H 1.63621 -1.78875 0.35006
H 0.89363 1.67271 -0.56004

Atomic forces in eV per Å
N -0.04 5.43 0.42
O 0.02 0.43 -0.40
O 0.74 -6.14 0.42
O -3.69 0.82 0.42
O -1.71 1.83 -0.74
P 0.74 0.22 -0.63
H 3.00 -0.90 -0.16
H 0.94 -1.69 0.66

=====

[4]
The following is a quantum chemistry calculation of a structure of composition C35H42BF4N3S2SiTa, from OMol25.

## Properties
Net charge   +1
Relative energy (zero: lowest compared OMol25 entry of this formula, charge and spin)   0.473 eV
HOMO energy   -10.81 eV

CARTESIAN COORDINATES (ANGSTROEM)
Ta 0.11258 0.81370 1.35528
C -0.44229 -0.79881 4.27419
N -0.92115 0.41536 3.54121
C -2.38478 0.25502 3.40828
C -2.90622 1.26881 2.44111
N -2.37304 0.96974 1.07910
C -2.80148 2.11022 0.22147
C -2.99188 -0.27375 0.60694
C -4.33605 -0.32974 0.25530
C -4.89892 -1.52464 -0.16078
C -4.12473 -2.67616 -0.21730
C -2.79271 -2.62910 0.15022
C -2.22667 -1.42581 0.56640
S -0.51799 -1.43958 0.99840
C -0.54258 1.57711 4.36980
C -1.39302 2.23022 5.24899
C -0.89575 3.27089 6.02269
C 0.43524 3.64770 5.92632
C 1.27982 3.00041 5.03983
C 0.78721 1.96832 4.25659
S 1.77125 1.11370 3.06692
H -0.95847 -0.84464 5.23483
H 0.62655 -0.73093 4.43883
H -0.66766 -1.68452 3.68792
H -2.86937 0.32223 4.38100
H -2.56987 -0.75235 3.03720
H -2.58111 2.27351 2.71900
H -3.99816 1.26290 2.41637
H -2.55938 1.89394 -0.80799
H -2.29983 3.01376 0.55085
H -3.87343 2.27289 0.32576
H -4.95508 0.55573 0.30107
H -5.94238 -1.55817 -0.44259
H -4.56079 -3.60897 -0.54832
H -2.17764 -3.51929 0.10935
H -2.43285 1.95676 5.35059
H -1.55803 3.78557 6.70517
H 0.81260 4.45782 6.53524
H 2.31503 3.29923 4.94044
C 1.93517 -0.09737 0.58717
Si 2.20382 -0.56378 -1.22990
C 1.04320 0.35068 -2.39669
N -0.40125 0.18477 -2.21253
C -1.12824 1.18060 -3.03073
C -1.40278 0.68491 -4.44413
C -2.37757 -0.50421 -4.37974
C -2.24032 -1.23517 -3.03457
C -0.79528 -1.18898 -2.57271
C 3.92658 0.04831 -1.65920
C 4.94863 -0.81240 -2.05916
C 6.21323 -0.32882 -2.36900
C 6.47803 1.02945 -2.28162
C 5.47612 1.90462 -1.87998
C 4.21729 1.41396 -1.57209
C 2.12924 -2.42233 -1.47026
C 2.17163 -2.89542 -2.78736
C 2.15577 -4.25170 -3.07223
C 2.10071 -5.17502 -2.03551
C 2.07448 -4.73016 -0.72202
C 2.09210 -3.36854 -0.44894
H 2.72536 0.62733 0.81084
H 2.16861 -1.00367 1.15541
H 1.35005 0.10419 -3.42892
H 1.31134 1.40471 -2.26134
H -0.54690 2.10407 -3.02968
H -2.08445 1.41519 -2.56549
H -0.46086 0.38976 -4.91285
H -1.80475 1.49610 -5.05273
H -2.16535 -1.20392 -5.18994
H -3.40445 -0.16377 -4.52424
H -2.56412 -2.27320 -3.12223
H -2.87408 -0.78324 -2.26486
H -0.15331 -1.56369 -3.38560
H -0.61416 -1.84817 -1.71962
H 4.76172 -1.87790 -2.13101
H 6.99250 -1.01379 -2.67721
H 7.46287 1.40765 -2.52291
H 5.67881 2.96525 -1.80668
H 3.45159 2.11536 -1.25118
H 2.22770 -2.19441 -3.61454
H 2.19193 -4.58839 -4.10017
H 2.08954 -6.23531 -2.25162
H 2.04848 -5.44321 0.09201
H 2.07894 -3.05830 0.59008
F 0.04481 4.53659 0.07794
B 0.40987 3.36300 0.54086
F -0.23963 2.99187 1.83324
F 1.71533 3.00970 0.59628
F -0.20487 2.15777 -0.19831

Atomic forces in eV per Å
Ta -0.43 -1.17 1.05
C 0.05 -0.03 0.04
N -0.02 0.22 0.08
C 0.07 -0.03 -0.02
C -0.03 0.05 0.02
N -0.07 0.20 0.02
C -0.03 -0.05 0.12
C 0.07 0.03 -0.08
C 0.03 0.03 0.02
C 0.00 -0.05 -0.01
C -0.02 0.02 0.00
C -0.03 0.00 0.01
C 0.00 -0.09 0.05
S 0.11 0.02 -0.18
C -0.06 -0.03 -0.01
C 0.08 -0.06 -0.07
C 0.02 0.03 0.02
C -0.07 0.04 0.06
C 0.08 -0.04 -0.06
C -0.17 -0.15 -0.08
S 0.14 0.12 -0.13
H -0.01 0.02 -0.01
H 0.01 -0.05 0.01
H 0.02 -0.01 -0.02
H -0.02 0.01 0.01
H 0.01 0.01 0.00
H 0.01 -0.01 -0.03
H 0.00 -0.01 -0.02
H 0.04 0.03 -0.11
H 0.00 0.04 -0.03
H -0.01 0.00 -0.04
H -0.02 -0.01 -0.02
H 0.00 0.02 0.00
H 0.01 0.00 0.00
H 0.01 0.01 0.01
H -0.01 0.01 0.01
H 0.00 0.00 0.00
H 0.01 0.00 0.00
H 0.00 0.00 0.00
C -0.35 0.39 -0.07
Si 0.15 -0.15 -0.01
C 0.04 0.00 0.06
N 0.08 0.11 0.01
C 0.12 -0.01 -0.06
C -0.03 0.02 -0.01
C 0.02 -0.03 0.02
C -0.01 -0.03 0.03
C 0.03 0.01 0.00
C -0.10 -0.02 -0.01
C 0.01 -0.08 -0.02
C 0.01 0.04 0.01
C -0.03 0.00 0.01
C 0.04 -0.04 -0.01
C -0.05 0.05 0.02
C 0.03 0.07 -0.13
C 0.02 -0.03 -0.03
C 0.00 -0.03 0.04
C 0.00 0.04 -0.01
C 0.00 -0.02 -0.04
C 0.00 -0.01 0.12
H 0.07 -0.08 -0.05
H 0.03 0.04 0.00
H 0.02 0.03 0.01
H -0.07 0.02 -0.01
H -0.02 -0.03 -0.02
H -0.14 -0.02 0.05
H 0.01 -0.02 0.01
H -0.01 -0.02 -0.01
H 0.00 0.02 -0.03
H -0.01 0.01 0.03
H 0.01 0.00 -0.02
H -0.02 0.03 -0.04
H -0.06 -0.01 0.01
H -0.02 0.01 -0.02
H -0.01 0.01 0.00
H 0.00 0.00 0.00
H 0.00 0.00 0.00
H 0.00 0.00 0.00
H 0.01 -0.01 0.00
H 0.00 0.00 0.02
H 0.00 -0.01 0.00
H 0.00 0.00 0.00
H 0.00 0.00 0.00
H 0.00 0.02 -0.01
F -0.20 0.04 -0.14
B -0.05 -0.18 0.35
F 0.19 0.16 -0.27
F 0.11 0.36 0.01
F 0.46 0.17 -0.40

=====

Number 1: strongest force on any atom 4.867 eV/A. Number 2: strongest force on any atom 8.438 eV/A. Number 3: strongest force on any atom 6.200 eV/A. Number 4: strongest force on any atom 1.632 eV/A.